{
  "formula": "C33H65N5O8",
  "method": "ωB97M-V/def2-TZVPD",
  "multiplicity": 2,
  "homo_lumo_gap_ha": [0.1061, 0.2763],
  "e_homo_ev": [-0.4, -5.1],
  "s_squared": 0.76,
  "charge": -1,
  "elements": ["C", "C", "C", "O", "C", "H", "H", "H", "H", "H", "H", "H", "H", "C", "C", "C", "O", "C", "H", "H", "H", "H", "H", "H", "H", "H", "C", "C", "C", "O", "C", "H", "H", "H", "H", "H", "H", "H", "H", "C", "C", "C", "O", "C", "H", "H", "H", "H", "H", "H", "H", "H", "C", "C", "O", "N", "C", "H", "H", "H", "H", "H", "H", "H", "C", "C", "O", "N", "C", "H", "H", "H", "H", "H", "H", "H", "C", "C", "O", "N", "C", "H", "H", "H", "H", "H", "H", "H", "C", "C", "O", "N", "C", "H", "H", "H", "H", "H", "H", "H", "N", "C", "C", "C", "C", "C", "H", "H", "H", "H", "H"],
  "positions_angstrom": [[6.7101, 0.9623, -0.0225], [7.8584, 1.0480, 1.0211], [7.6149, 2.4077, 1.7790], [6.2134, 2.6551, 1.6343], [5.8223, 2.1120, 0.3547], [6.2892, -0.0364, 0.0936], [7.1614, 0.9495, -1.0146], [8.7714, 0.9395, 0.4356], [8.0346, 0.2744, 1.7685], [8.1221, 3.2742, 1.3547], [7.9498, 2.4057, 2.8162], [5.8764, 2.9608, -0.3270], [4.7853, 1.7797, 0.3053], [0.3992, -2.4589, -3.0557], [-0.4157, -1.5182, -3.9066], [0.4770, -0.8346, -4.8816], [1.7890, -1.2382, -4.4548], [1.7010, -2.4912, -3.7771], [0.0754, -3.4225, -2.6625], [0.6219, -2.0361, -2.0760], [-0.7239, -0.7163, -3.2356], [-1.3355, -2.0050, -4.2307], [0.3859, 0.2473, -4.7854], [0.2954, -1.0845, -5.9269], [2.5507, -2.6524, -3.1136], [1.7563, -3.2905, -4.5162], [1.5953, -1.7249, 4.7903], [2.4642, -2.3096, 3.7120], [3.7032, -2.8960, 4.4226], [3.6816, -2.1948, 5.7273], [2.5790, -1.3098, 5.9612], [0.9951, -2.5558, 5.1609], [0.9853, -0.8531, 4.5535], [2.7053, -1.5315, 2.9878], [1.8926, -3.0348, 3.1327], [4.5562, -2.6610, 3.7860], [3.6074, -3.9683, 4.5927], [2.9280, -0.2830, 5.8520], [2.1774, -1.5138, 6.9538], [0.3562, 3.7241, -1.8494], [0.1602, 4.7663, -3.0362], [0.1961, 3.8893, -4.2524], [-0.5169, 2.7023, -3.7253], [-0.1327, 2.4392, -2.3508], [-0.1826, 4.1466, -1.0013], [1.3469, 3.6126, -1.4088], [0.9314, 5.5096, -3.2383], [-0.8528, 5.1651, -2.9828], [1.1557, 3.6278, -4.6983], [-0.2184, 4.2981, -5.1740], [0.6670, 1.7018, -2.4209], [-1.0010, 2.2563, -1.7178], [-6.6735, -3.1984, -0.2611], [-5.5569, -2.5653, -1.1019], [-5.7777, -2.4414, -2.2774], [-4.3010, -2.3413, -0.5627], [-3.1242, -2.0736, -1.3235], [-6.4196, -4.0612, 0.3547], [-7.6527, -3.3509, -0.7149], [-6.9623, -2.5434, 0.5609], [-4.1684, -2.5766, 0.4105], [-3.0698, -2.6244, -2.2625], [-2.4013, -2.6343, -0.7309], [-2.8114, -1.0296, -1.3105], [3.6331, 2.3415, -2.4072], [4.7030, 1.7714, -3.2643], [5.8635, 2.2754, -3.1088], [4.5087, 0.7814, -4.1238], [5.5921, 0.0645, -4.7547], [3.1163, 1.6076, -1.7888], [2.9581, 2.6563, -3.2030], [3.8648, 3.1580, -1.7232], [3.5423, 0.5356, -4.2841], [5.7971, -0.8174, -4.1478], [6.5225, 0.6191, -4.6329], [5.3680, -0.1736, -5.7946], [-5.3342, 1.1173, 1.0859], [-6.7061, 1.3707, 1.5552], [-7.1588, 0.8022, 2.5750], [-7.4731, 2.2329, 0.8419], [-8.7804, 2.6230, 1.1658], [-5.4784, 0.5522, 0.1651], [-4.7215, 0.4395, 1.6803], [-4.7994, 2.0287, 0.8187], [-7.2213, 2.3540, -0.1287], [-9.3716, 1.7207, 1.0096], [-9.1354, 3.4368, 0.5335], [-8.7426, 2.9322, 2.2103], [-5.4308, -1.7615, 4.0030], [-4.2579, -2.2900, 3.3432], [-4.2894, -2.7297, 2.1780], [-3.1567, -2.4480, 4.1177], [-1.8546, -3.0616, 3.6746], [-6.0562, -2.6083, 4.2855], [-6.0259, -1.2377, 3.2549], [-5.3202, -1.1156, 4.8740], [-3.2354, -2.2699, 5.1088], [-1.4594, -2.4866, 2.8372], [-1.9916, -4.1079, 3.4016], [-1.0159, -2.9087, 4.3538], [-0.4515, -1.1119, 0.5477], [-1.4304, -0.2417, 0.7747], [-1.3116, 1.1330, 1.0596], [0.0009, 1.6140, 1.1402], [1.0438, 0.7624, 0.8425], [0.8036, -0.5985, 0.6263], [-2.3827, -0.7389, 0.6646], [-2.1523, 1.6840, 1.4544], [0.1221, 2.6060, 1.5496], [2.0847, 1.0480, 0.8799], [1.5745, -1.3548, 0.6154]],
  "forces_ev_per_a": [[1.4421, -1.3243, 1.1573], [1.0026, 0.9458, 0.1317], [0.0617, -0.3254, -1.1759], [-0.1034, -1.2257, 0.3211], [-0.6111, 1.0257, -0.4753], [-0.6962, 0.1943, -0.0217], [-0.3888, 0.6174, -0.0554], [0.4246, 0.8230, 0.1969], [-1.0399, -0.3620, -0.0299], [0.3780, -0.0724, -0.5217], [-0.5737, -0.3266, 0.1827], [0.2683, -0.2131, -0.5020], [-0.1674, 0.2448, 0.8031], [1.1997, -0.0347, 1.7010], [-2.4300, 0.1947, 1.7301], [0.7544, -0.3728, -0.1994], [0.7843, 0.4844, -0.1701], [0.6004, -0.4735, -0.7398], [-0.6911, -0.3254, -1.1174], [-0.1386, 0.7818, 0.0172], [-0.5155, -0.1349, 0.1240], [0.1102, 0.2142, -0.6406], [0.2207, 0.0318, -0.0316], [0.1295, -0.2968, -0.1769], [0.1565, 0.4727, -0.0426], [-0.1261, -0.2430, -0.3212], [0.1772, 0.4207, 2.0495], [-0.0757, 0.2961, -0.8328], [-1.9715, 1.6918, 0.6283], [1.4715, -0.8979, -0.1694], [-0.0484, -1.5022, -2.4684], [-0.4017, 0.2552, 0.2621], [-0.1773, -0.3373, -0.5118], [0.3993, 0.0287, 0.0410], [0.1101, -0.2021, 0.0383], [0.4527, -0.0090, 0.6686], [0.1679, 0.0351, 0.1398], [-0.1360, 0.1362, 0.1356], [0.0280, 0.1295, -0.0272], [1.2112, 3.3209, 0.7951], [1.1280, -0.8485, -0.2858], [-0.8436, -1.8502, 0.6114], [-0.2188, 0.2254, -1.6174], [-0.4738, 0.3232, -1.3751], [-0.4251, -0.3931, 0.0206], [0.3995, 0.3774, -0.5787], [-0.1011, 0.4845, 0.9461], [0.2361, 0.3652, 0.1552], [0.8243, -0.3536, 0.9576], [-1.3179, -0.0730, 0.3466], [-0.3983, -0.4338, 0.6929], [-0.0559, -1.3164, -0.5716], [-0.1846, 0.8192, 2.0340], [0.9184, -1.3836, 0.8456], [-0.1954, 0.7797, -1.8637], [-2.9327, -0.2778, 0.1146], [1.0454, -1.2391, 0.6517], [0.4942, -0.3597, -0.5624], [0.6054, -0.1427, -0.9154], [0.2605, 0.6473, 0.1754], [-0.1485, 0.1177, 0.0142], [-0.5545, 0.6681, -0.3995], [0.7817, 0.5123, -0.0250], [-0.1534, -0.0950, -0.6238], [-1.5343, -0.5453, -0.7158], [4.9543, 2.1574, 2.0390], [-1.8203, -1.1508, -0.4935], [-1.3398, 0.1323, -0.3335], [0.3296, -0.1127, 0.6727], [-0.1298, -0.3624, -0.2691], [-0.8841, 0.5023, 0.4952], [0.6518, -0.0110, -0.6757], [0.0904, -0.6781, -0.0689], [-0.2226, -0.5384, -0.3778], [-0.3104, 0.4499, -0.4217], [0.0875, -0.0272, 0.1782], [0.5449, -0.3798, -1.3223], [-1.3718, -1.0897, 2.7801], [0.3889, 1.0834, -1.3097], [2.3762, 0.3290, -1.7458], [-0.8114, -0.6388, 0.7506], [0.2565, -0.0133, -0.4541], [-0.3172, 0.3769, 0.4345], [0.0566, -0.0637, 0.1143], [0.3810, 0.1036, 0.2084], [-0.9329, 0.3256, 0.4531], [0.1724, -0.0804, 0.0357], [-0.6533, -0.0706, 0.0132], [-2.1387, 0.7206, 0.1799], [2.0965, -1.9645, -1.2070], [-0.0004, 0.7302, 1.3734], [1.5794, -0.3602, 0.3836], [-0.7824, 1.0090, -0.6367], [0.0069, -0.1540, 0.1525], [0.0089, 0.2445, 0.1181], [0.3880, -0.0783, -0.1081], [-0.1267, 0.2027, -0.2987], [-0.4569, -0.2170, -0.6155], [0.0983, 0.0959, 0.0398], [-0.6975, -0.2368, 0.8099], [-0.6263, -0.6653, 0.0218], [-0.6944, 0.9244, -0.0208], [-1.0130, -2.5643, -0.0167], [0.5296, 1.7324, 0.2215], [0.6556, -1.7996, 0.1684], [0.8591, 1.1313, -0.0164], [-0.6362, 0.4265, 0.3940], [-0.1838, 0.0972, -0.2571], [0.5146, 0.2267, -0.1959], [0.1765, 0.3691, 0.1529], [0.5326, 0.2117, -0.2696]]
}

=====

{
  "formula": "C6H9N",
  "method": "ωB97M-V/def2-TZVPD",
  "e_above_lowest_kcal_mol": 102.8,
  "multiplicity": 1,
  "homo_lumo_gap_ha": [0.2710, 0.2710],
  "e_homo_ev": [-8.0, -8.0],
  "elements": ["C", "C", "C", "C", "C", "C", "N", "H", "H", "H", "H", "H", "H", "H", "H", "H"],
  "positions_angstrom": [[-1.2731, 1.4134, 0.0680], [-0.1478, 0.5758, -0.0349], [0.0565, -0.8239, 0.1031], [-0.9997, -1.8631, 0.3263], [1.4406, -0.9869, 0.1584], [2.0119, 0.2876, -0.0611], [1.0545, 1.2039, -0.1754], [-2.2451, 1.0500, -0.2738], [-0.5227, 2.6279, -0.7721], [-1.3465, 2.1806, 0.8348], [-0.6380, -2.8487, 0.0161], [-1.9070, -1.6417, -0.2479], [-1.2850, -1.9356, 1.3826], [1.9776, -1.9259, 0.2339], [3.0484, 0.5249, -0.2735], [0.3774, 2.4666, -0.6316]],
  "forces_ev_per_a": [[0.0215, 0.0461, 0.0322], [-0.0394, 0.0269, -0.0025], [-0.0384, 0.0997, 0.0271], [-0.0366, -0.0392, -0.0027], [0.0443, -0.0036, -0.0452], [0.0591, -0.0392, -0.0210], [-0.0277, 0.0026, -0.0217], [0.1367, 0.0499, 0.0054], [-0.0972, -0.0356, 0.0293], [0.0692, -0.1176, -0.1357], [-0.0320, 0.1534, 0.0493], [0.1322, -0.0177, 0.0916], [0.0433, 0.0146, -0.1571], [-0.0830, 0.1534, -0.0029], [-0.1514, -0.0445, 0.0385], [-0.0004, -0.2493, 0.1154]]
}

=====

{
  "formula": "C5H11N9",
  "method": "ωB97M-V/def2-TZVPD",
  "multiplicity": 1,
  "smiles": "N/C(=N\\C=[NH2+])NC(=[NH2+])Nc1cn[nH]n1",
  "homo_lumo_gap_ha": 0.3243,
  "e_homo_ev": -16.3,
  "charge": 2,
  "elements": ["C", "C", "C", "C", "C", "N", "N", "N", "N", "N", "N", "N", "N", "N", "H", "H", "H", "H", "H", "H", "H", "H", "H", "H", "H"],
  "positions_angstrom": [[3.3655, 1.4186, -0.7568], [2.6522, 0.2331, -0.3047], [0.8170, -1.2447, 0.3077], [-1.4947, -0.6712, -0.1227], [-1.1020, 1.7890, 0.3962], [4.6276, 1.2711, -0.4403], [3.5491, -0.5484, 0.3030], [4.6684, 0.1323, 0.1950], [1.3345, -0.2007, -0.4096], [-0.5715, -1.6728, 0.2123], [-1.0738, 0.5397, 0.0306], [1.5974, -2.0964, 0.9227], [-2.3535, -0.9533, -1.0723], [-1.9407, 2.5381, 1.1255], [3.1716, 2.2642, -1.3374], [-0.0692, 2.1879, 0.1329], [5.5267, -0.2154, 0.5349], [-0.8916, -2.6940, 0.3024], [0.7350, 0.2674, -1.1269], [2.6542, -1.8023, 1.0721], [1.2397, -3.0152, 1.1970], [-2.4577, -1.8938, -1.4812], [-3.0893, -0.3900, -1.5433], [-1.8991, 3.6159, 1.1190], [-2.7671, 2.0693, 1.4513]],
  "forces_ev_per_a": [[-0.8502, -1.7404, 0.3021], [2.0458, 0.7281, -0.0827], [-0.5962, -1.8525, -1.0660], [1.2655, 0.3462, -2.3873], [2.1653, 0.2817, 0.0096], [-0.1337, -0.6647, 0.5707], [-0.0776, 0.8785, -0.3492], [0.0877, 0.0242, -0.0375], [-1.8393, -0.1863, -0.1148], [0.4302, 0.2335, 0.3660], [-1.4669, 1.5835, 1.9790], [1.5616, 0.5186, 0.6214], [-2.7327, -1.9061, -1.7689], [0.7786, 0.5214, -1.2209], [-1.1040, 0.9953, -0.7049], [-1.7209, 0.7088, 0.2004], [0.9609, -0.5160, 0.5026], [1.0505, 2.1626, -0.1214], [0.7132, -0.6658, 1.2665], [-1.9651, -0.7047, -0.7236], [0.2003, 0.7097, 0.3179], [0.5979, 0.3945, 0.7352], [1.0205, 0.3622, 1.3198], [0.1251, -2.5554, 0.1628], [-0.5163, 0.3431, 0.2232]]
}

=====

Question: Which formula does entry 1 have?
Answer: C33H65N5O8